(1)
C34H32BrF4N5O2PRuS3 | ωB97M-V/def2-TZVPD

Computed properties:
- ⟨S²⟩: 0.76
- LUMO (alpha / beta): -5.62 / -7.05 eV
- Energy above the lowest of the compared OMol25 structures with the same formula, charge and spin: 0.0 kJ/mol
- Electronic energy: -6342.92349 a.u.
- Highest occupied orbital energy (alpha / beta): -12.65 / -12.61 eV

Structure (ORCA input):
```
! wB97M-V def2-TZVPD RIJCOSX def2/J DEFGRID3
* xyz 2 2
Ru -0.97563 -0.09198 0.36536
O -3.15649 4.72115 1.73495
C -1.86663 4.81575 2.12579
C -1.37421 5.98732 2.69812
C -0.05282 6.08608 3.08390
C 0.81325 5.01177 2.90424
C 0.33195 3.85333 2.33383
C -1.00432 3.72724 1.93390
C -1.43725 2.45426 1.34742
O -0.44097 1.67044 0.91576
N -2.66835 2.09791 1.27000
N -2.82454 0.82900 0.70360
C -4.05403 0.60657 0.35872
S -4.57504 -0.89172 -0.36470
C -6.17934 -0.23593 -0.90365
C -6.65165 0.72814 0.16272
S -5.26947 1.82091 0.59692
H -3.60574 5.55406 1.92125
H -2.04660 6.82611 2.83814
H 0.30388 7.00525 3.52895
H 1.84698 5.08278 3.21250
H 0.99048 3.00201 2.20881
H -6.85525 -1.08134 -1.02166
H -6.04707 0.25993 -1.86388
H -6.98570 0.20421 1.05704
H -7.46190 1.35680 -0.20399
F 3.59347 1.45768 5.35659
C 3.11225 1.02879 4.20900
C 3.89413 1.04623 3.06986
F 5.13435 1.49234 3.12492
C 3.37113 0.58915 1.86732
F 4.19430 0.61176 0.82032
C 2.06738 0.12293 1.74969
P 1.36842 -0.48138 0.15650
C 2.12706 -2.12212 -0.03139
C 3.49959 -2.27353 -0.25080
C 4.05798 -3.53854 -0.32755
C 3.26152 -4.66747 -0.17888
C 1.90273 -4.52705 0.05661
C 1.34079 -3.25997 0.13561
C 2.10229 0.59413 -1.10964
C 2.00932 1.97675 -0.94483
C 2.51556 2.82805 -1.91192
C 3.11937 2.31107 -3.05232
C 3.21226 0.93744 -3.22129
C 2.70206 0.07987 -2.25547
C 1.31303 0.10623 2.92437
Br -0.46858 -0.54596 2.98141
C 1.81299 0.54600 4.13215
F 1.07170 0.51802 5.23051
H 4.13737 -1.40780 -0.35986
H 5.12079 -3.64341 -0.49928
H 3.70327 -5.65314 -0.23847
H 1.28255 -5.40496 0.18468
H 0.28455 -3.15449 0.33314
H 1.53422 2.39048 -0.06152
H 2.44802 3.89852 -1.77060
H 3.52931 2.97867 -3.79841
H 3.70307 0.53014 -4.09591
H 2.80103 -0.99004 -2.39107
C -1.87159 -5.44897 1.21885
C -2.82315 -4.25812 1.38056
C -2.23544 -3.01443 0.90132
N -1.78204 -2.03122 0.52601
H -2.35375 -6.34203 1.60923
H -0.94968 -5.28947 1.77665
H -1.63223 -5.62107 0.17047
H -3.08718 -4.09911 2.42856
H -3.75589 -4.40290 0.83138
C 0.11376 -0.42681 -5.37937
N -0.28149 0.17137 -4.10254
C -0.48930 -0.39626 -2.92451
S -1.36770 0.59133 -1.78598
N -0.14354 -1.63433 -2.60441
C 0.68582 -2.59063 -3.33792
H -0.20224 0.25326 -6.16514
H -0.39286 -1.37517 -5.53315
H 1.19160 -0.55774 -5.44957
H -0.44689 1.16666 -4.11401
H -0.51281 -1.95083 -1.72046
H 0.10724 -3.15976 -4.06291
H 1.11017 -3.27583 -2.60642
H 1.50636 -2.08239 -3.83417
*
```


(2)
C34H32BrN5O4S3Sn | ωB97M-V/def2-TZVPD

Computed properties:
- LUMO: 4.15 eV
- Energy above the lowest of the compared OMol25 structures with the same formula, charge and spin: 42.8 kJ/mol
- Electronic energy: -5872.53749 a.u.
- Highest occupied orbital energy: -2.12 eV

Structure (ORCA input):
```
! wB97M-V def2-TZVPD RIJCOSX def2/J DEFGRID3
* xyz -2 1
Sn -0.54223 -0.66510 0.96832
C -1.27558 3.81383 1.71600
C -1.26292 2.48109 1.02386
N -1.71091 1.37636 1.52737
N -2.53296 1.49152 2.62838
C -3.03260 0.34612 2.95926
S -2.66546 -1.30262 2.42559
S -4.18861 0.39238 4.33807
C -4.45221 2.20623 4.48107
C -5.16790 3.00161 3.44102
C -5.61990 2.47311 2.25864
C -6.31117 3.22520 1.33742
C -6.54999 4.58621 1.58516
C -6.10228 5.09967 2.77615
C -5.35163 4.37826 3.67053
C -0.81601 2.43560 -0.40189
C -0.14460 3.51234 -1.07046
C 0.19078 3.52760 -2.38650
C -0.09775 2.37425 -3.15397
C -0.78319 1.33683 -2.53127
C -1.08491 1.30818 -1.14625
O -1.58267 0.16931 -0.68748
H -0.85906 4.58597 1.12589
H -0.76720 3.67383 2.60960
H -2.35923 4.09001 1.84314
H -3.48544 2.67764 4.73026
H -5.09933 2.34416 5.31982
H -5.35456 1.42758 2.12500
H -6.54068 2.72737 0.45495
H -7.08457 5.23507 0.87811
H -6.29414 6.18500 2.98403
H -4.86139 4.81312 4.51248
H 0.25712 4.36057 -0.51349
H 0.96161 4.25525 -2.75017
H 0.43089 2.21066 -4.13591
H -0.97924 0.39678 -3.10097
C 3.08699 -5.78202 -1.76721
C 2.93655 -4.95072 -0.52210
N 1.54976 -4.69193 -0.10889
C 1.05790 -5.44627 1.04207
C 1.45828 -4.84389 2.39052
C 0.87411 -3.73038 -0.73019
S -0.78463 -3.45675 -0.36012
N 1.54736 -3.13837 -1.70366
C 1.38075 -1.87439 -2.12662
O 1.12751 -0.84038 -1.49659
C 1.68604 -1.63602 -3.60114
C 1.58834 -2.71867 -4.51948
C 1.90836 -2.47514 -5.88484
C 2.40296 -1.25153 -6.23693
C 2.57685 -0.21868 -5.29962
C 2.14269 -0.39640 -4.00925
H 4.13764 -5.91041 -2.00491
H 2.59285 -5.23339 -2.59951
H 2.70502 -6.80486 -1.73440
H 3.42471 -3.97612 -0.69884
H 3.47107 -5.40241 0.34600
H 1.45542 -6.47469 1.04997
H 0.00206 -5.58266 0.85618
H 2.56581 -4.80897 2.44801
H 1.12029 -5.43488 3.20864
H 1.04885 -3.84741 2.54507
H 1.36763 -3.73513 -4.16064
H 1.64920 -3.26360 -6.61141
H 2.64402 -1.02761 -7.30801
H 3.06666 0.69015 -5.64878
H 2.14777 0.44900 -3.31663
Br 4.32807 2.15144 -1.81432
C 3.93631 1.43657 -0.11311
C 4.57885 0.23822 0.14275
C 4.20022 -0.42327 1.28176
C 3.20834 0.08188 2.13807
C 2.69269 1.34532 1.77575
N 3.08536 2.02260 0.66678
C 1.78509 2.00377 2.75743
O 1.89981 3.21742 2.91650
O 0.92904 1.19750 3.24167
H 5.25824 -0.20745 -0.64640
H 4.60421 -1.40601 1.37077
H 2.67486 -0.39449 3.00395
*
```


(3)
C34H32BrNO2P2PtS2 | ωB97M-V/def2-TZVPD

Computed properties:
- LUMO: 0.04 eV
- Energy above the lowest of the compared OMol25 structures with the same formula, charge and spin: 66.5 kJ/mol
- Electronic energy: -5692.59687 a.u.
- Highest occupied orbital energy: -5.91 eV

Structure (ORCA input):
```
! wB97M-V def2-TZVPD RIJCOSX def2/J DEFGRID3
* xyz 0 1
Pt -0.89835 2.61686 -0.67850
C -5.50652 2.13808 -1.04975
C -4.08712 2.63448 -0.89968
S -2.86176 1.44524 -1.23480
C -3.79873 3.90244 -0.55946
C -4.84977 4.96318 -0.36332
S -2.17803 4.50511 -0.36238
H -5.50348 1.06820 -1.25601
H -6.01172 2.64469 -1.87478
H -6.08484 2.30608 -0.13883
H -5.83582 4.53485 -0.19428
H -4.89464 5.60222 -1.24943
H -4.58300 5.59765 0.48310
O 0.29203 0.90426 1.62396
P -0.02308 -0.54011 1.60554
C -0.52686 -1.17900 -0.05316
P 0.48899 -0.52759 -1.44659
O 0.48709 0.95528 -1.64008
C -0.16299 -1.35946 -2.91619
C -1.53802 -1.49308 -3.08961
C -2.03070 -2.07583 -4.24581
C -1.15846 -2.51125 -5.23373
C 0.21070 -2.35422 -5.07357
C 0.71026 -1.77444 -3.91851
C 2.14999 -1.15956 -1.15055
C 3.17282 -0.22783 -1.01690
C 4.46640 -0.65286 -0.75792
C 4.73200 -2.00926 -0.63679
C 3.71326 -2.94076 -0.78946
C 2.42071 -2.52125 -1.05154
C -1.44021 -0.96470 2.64972
C -1.53219 -2.11944 3.41994
C -2.69197 -2.37884 4.13422
C -3.75618 -1.48962 4.08304
C -3.65588 -0.32466 3.33400
C -2.49887 -0.05712 2.62186
C 1.39697 -1.52558 2.14095
C 2.46037 -0.83022 2.70678
C 3.57508 -1.51734 3.16110
C 3.62073 -2.89987 3.06360
C 2.55491 -3.59838 2.51368
C 1.44448 -2.91399 2.04840
H -1.55254 -0.83686 -0.22440
H -0.49574 -2.26985 -0.04665
H -2.22209 -1.12631 -2.33403
H -3.09911 -2.18538 -4.37637
H -1.54737 -2.96638 -6.13501
H 0.89109 -2.67979 -5.84953
H 1.77709 -1.64114 -3.78644
H 2.93127 0.82188 -1.13151
H 5.26717 0.06669 -0.65019
H 5.74230 -2.34160 -0.43625
H 3.93140 -3.99754 -0.70428
H 1.62789 -3.24669 -1.19767
H -0.69668 -2.80481 3.47771
H -2.76525 -3.28076 4.72800
H -4.66284 -1.70662 4.63265
H -4.48179 0.37366 3.30199
H -2.40183 0.85533 2.04422
H 2.39183 0.24805 2.77678
H 4.40561 -0.97447 3.59313
H 4.48811 -3.43864 3.42208
H 2.59245 -4.67806 2.44765
H 0.61507 -3.45922 1.61275
Br 5.44499 3.12923 0.11607
C 3.57819 3.40269 -0.06543
C 2.76346 3.41473 1.05462
C 1.41069 3.61805 0.87288
N 0.85411 3.78579 -0.33334
C 1.66249 3.80746 -1.40194
C 3.02706 3.61607 -1.31897
H 3.17459 3.29151 2.04576
H 0.73302 3.66598 1.71324
H 1.18572 4.01754 -2.34978
H 3.64201 3.64705 -2.20603
*
```


Look up the electronic energy of the third one.
-5692.59687 a.u.


Which value of electronic energy does entry 2 give?
-5872.53749 a.u.


Which of these has the highest energy above the lowest of the compared OMol25 structures with the same formula, charge and spin?
C34H32BrNO2P2PtS2